Computed, not measured: a single C4H7NO molecule, with ωB97M-V/def2-TZVPD.

Geometry as ORCA input:
```
! RIJCOSX wB97M-V def2-TZVPD def2/J DEFGRID3
* xyz 0 1
O -0.00802 -0.91807 -3.03541
C 0.08420 -0.96327 -1.82735
N -0.64092 -0.22958 -0.94343
C -0.38318 -0.28213 0.45980
C -0.35078 1.03410 1.16948
C 0.92078 0.26197 0.97922
H 0.78531 -1.62141 -1.27519
H -1.31110 0.44096 -1.29273
H -0.80134 -1.14204 0.98270
H -0.48119 1.91678 0.54815
H -0.80793 1.09614 2.15013
H 1.36457 -0.22739 1.84010
H 1.62961 0.63394 0.24453
*
```

Its SMILES is O=CNC1CC1. For the HOMO energy, the calculation gives -9.76 eV. For the lowest unoccupied orbital energy, the calculation gives 1.0431 eV. The value obtained for the HOMO-LUMO gap is 0.3972 Ha. The energy is -7798.368 eV.

Now the Löwdin charges, all in e:
1 O 0.02
2 C -0.36
3 N 0.05
4 C -0.33
5 C -0.11
6 C -0.11
7 H 0.14
8 H 0.15
9 H 0.14
10 H 0.11
11 H 0.10
12 H 0.10
13 H 0.11

Computed, not measured: a molecular structure, CH2N2O2 in a non-equilibrium geometry, with ωB97M-V/def2-TZVPD.

Geometry as ORCA input:
```
! RIJCOSX wB97M-V def2-TZVPD def2/J DEFGRID3
* xyz 0 1
C 1.08813 -0.06708 -0.27370
N -2.55267 -0.13500 0.08419
N -0.02628 0.02983 0.53063
O 2.23162 0.22960 0.01394
O -1.53519 -0.18821 -0.39293
H 0.92273 -0.55193 -1.21598
H -0.12834 0.68278 1.25386
*
```

For the HOMO energy (alpha / beta), the calculation gives -9.42 / -9.37 eV. For the lowest unoccupied orbital energy (alpha / beta), the calculation gives -1.1854 / -1.2712 eV. The value obtained for the HOMO-LUMO gap (alpha / beta) is 0.3026 / 0.2977 Ha. The energy is -8139.315 eV.

Now the Löwdin charges, all in e:
1 C -0.42
2 N 0.18
3 N 0.08
4 O 0.01
5 O -0.03
6 H 0.11
7 H 0.07